1.
The following is a DFT calculation (ωB97M-V with the def2-TZVPD basis set) of 14 unconnected molecules or ions with the total composition C46H128N8O18 at a distorted geometry.

The geometry in XYZ format:
```
200
Properties=species:S:1:pos:R:3
C 20.967 -1.893 -0.408
O 20.214 -1.089 0.490
C 20.995 -0.624 1.598
C 21.366 -1.719 2.549
N 20.248 -2.120 3.375
C 19.610 -3.402 3.095
C 20.379 -4.595 3.638
O 21.293 -5.101 2.680
C 21.733 -6.409 2.982
H 21.953 -1.508 -0.679
H 20.522 -1.872 -1.404
H 20.992 -2.930 -0.070
H 20.320 0.103 2.058
H 21.899 -0.082 1.291
H 22.141 -1.320 3.211
H 21.721 -2.561 1.945
H 20.483 -2.023 4.353
H 19.531 -3.467 2.008
H 18.576 -3.483 3.438
H 19.626 -5.363 3.881
H 20.886 -4.449 4.600
H 21.183 -7.169 2.424
H 21.780 -6.551 4.065
H 22.789 -6.432 2.690
C 15.409 -4.448 4.107
O 16.129 -4.121 5.288
C 16.570 -5.350 5.832
C 15.543 -6.140 6.642
N 15.022 -5.206 7.621
C 13.866 -5.756 8.343
C 13.316 -4.726 9.332
O 12.540 -3.638 8.872
C 11.930 -3.784 7.591
H 16.050 -4.889 3.344
H 14.846 -3.603 3.709
H 14.573 -5.142 4.265
H 17.462 -5.132 6.434
H 17.083 -6.021 5.131
H 15.996 -7.052 7.032
H 14.780 -6.419 5.895
H 14.979 -4.268 7.259
H 14.154 -6.677 8.845
H 13.090 -5.970 7.596
H 14.143 -4.463 9.992
H 12.611 -5.278 9.972
H 11.564 -2.782 7.363
H 11.068 -4.439 7.721
H 12.617 -4.023 6.778
C 17.542 -6.817 1.694
O 16.970 -8.084 2.106
C 16.698 -8.083 3.495
C 15.786 -9.204 3.941
N 16.516 -10.420 4.312
C 15.580 -11.542 4.521
C 16.287 -12.741 5.159
O 15.340 -13.742 5.464
C 15.874 -14.785 6.260
H 18.417 -6.484 2.250
H 16.727 -6.128 1.483
H 17.908 -7.141 0.717
H 16.204 -7.142 3.779
H 17.582 -7.884 4.117
H 15.012 -9.365 3.177
H 15.161 -8.898 4.784
H 17.028 -10.745 3.498
H 15.299 -11.907 3.526
H 14.729 -11.356 5.174
H 16.713 -12.447 6.128
H 17.130 -13.051 4.529
H 16.292 -14.416 7.202
H 16.667 -15.285 5.699
H 15.041 -15.450 6.468
C 19.578 5.326 -2.045
O 18.240 4.886 -1.996
C 17.966 3.951 -0.957
C 17.930 4.623 0.417
N 17.483 3.527 1.292
C 17.119 3.793 2.693
C 16.643 2.493 3.285
O 17.705 1.561 3.243
C 17.421 0.335 3.905
H 20.269 4.575 -2.434
H 19.936 5.577 -1.041
H 19.625 6.228 -2.650
H 18.701 3.137 -0.989
H 17.025 3.455 -1.178
H 17.173 5.411 0.390
H 18.812 5.122 0.835
H 18.229 2.841 1.273
H 16.363 4.569 2.785
H 18.049 4.067 3.207
H 15.744 2.122 2.777
H 16.303 2.655 4.318
H 16.588 -0.172 3.410
H 17.298 0.525 4.974
H 18.325 -0.251 3.734
C 23.424 -5.269 -0.130
C 24.503 -4.312 0.345
C 24.446 -4.132 1.867
O 25.547 -3.403 2.360
C 25.430 -3.129 3.742
N 25.796 -4.918 -0.056
H 23.505 -5.335 -1.212
H 22.411 -4.982 0.174
H 23.461 -6.246 0.362
H 24.473 -3.383 -0.221
H 24.385 -5.140 2.299
H 23.500 -3.663 2.165
H 24.380 -2.928 3.975
H 26.072 -2.311 4.058
H 25.733 -4.031 4.289
H 26.516 -4.393 0.438
H 25.875 -5.858 0.322
C 19.050 -1.274 -3.622
C 18.134 -2.196 -4.375
C 18.698 -2.448 -5.815
O 17.760 -2.211 -6.865
C 17.746 -0.864 -7.232
N 18.026 -3.491 -3.676
H 19.214 -0.329 -4.140
H 20.039 -1.747 -3.597
H 18.711 -1.152 -2.592
H 17.116 -1.803 -4.416
H 18.887 -3.512 -5.987
H 19.715 -2.045 -5.892
H 17.469 -0.217 -6.385
H 17.072 -0.612 -8.051
H 18.704 -0.416 -7.537
H 18.955 -3.809 -3.394
H 17.817 -4.214 -4.359
C 21.785 2.231 5.113
C 21.849 3.370 4.080
C 23.183 3.603 3.386
O 24.212 3.874 4.322
C 24.176 5.181 4.894
N 20.846 3.045 3.052
H 20.742 2.117 5.417
H 22.307 2.447 6.050
H 22.104 1.265 4.722
H 21.506 4.301 4.536
H 23.167 4.256 2.505
H 23.551 2.714 2.857
H 23.861 5.917 4.151
H 25.198 5.403 5.192
H 23.500 5.186 5.750
H 19.901 2.863 3.362
H 21.111 2.233 2.506
C 21.630 2.025 -1.177
C 21.799 1.425 -2.575
C 20.980 2.216 -3.637
O 21.089 1.455 -4.822
C 20.362 1.964 -5.925
N 23.212 1.378 -2.933
H 22.154 1.322 -0.528
H 20.593 2.020 -0.834
H 21.948 3.061 -1.064
H 21.394 0.414 -2.627
H 21.401 3.219 -3.774
H 19.909 2.226 -3.400
H 20.440 1.311 -6.795
H 20.837 2.908 -6.204
H 19.295 1.955 -5.677
H 23.549 2.331 -3.050
H 23.356 0.997 -3.865
C 16.997 0.185 -0.563
O 15.787 0.042 -1.276
H 16.740 0.557 0.441
H 17.553 -0.724 -0.308
H 17.726 0.891 -0.963
H 15.642 -0.904 -1.379
C 24.263 -2.411 -2.757
O 23.093 -1.564 -2.789
H 24.654 -2.309 -3.775
H 24.935 -1.989 -2.008
H 23.991 -3.451 -2.606
H 23.445 -0.669 -2.895
C 18.611 -1.966 6.365
O 19.995 -2.176 6.585
H 18.400 -1.861 5.302
H 17.949 -2.709 6.809
H 18.385 -0.974 6.778
H 20.142 -2.547 7.457
C 16.694 -3.332 0.175
O 15.904 -2.525 1.017
H 16.539 -3.120 -0.889
H 17.701 -3.478 0.565
H 16.295 -4.353 0.102
H 16.188 -1.613 1.109
C 23.015 -10.004 5.250
O 21.845 -9.697 4.478
H 23.376 -9.129 5.794
H 22.728 -10.726 6.013
H 23.767 -10.408 4.574
H 22.141 -9.488 3.589
C 19.021 -8.086 6.620
O 19.930 -7.754 5.567
H 19.396 -8.129 7.645
H 18.088 -7.533 6.539
H 18.766 -9.124 6.374
H 20.257 -8.600 5.241
```

## Properties
- calculated total energy (Eh) = -3621.2942
- LUMO (Ha) = 0.0114

Löwdin population analysis, charges in e, atoms 1 to 4: C -0.10; O -0.19; C -0.22; C -0.20



2.
The following is a DFT calculation (ωB97M-V with the def2-TZVPD basis set) of a molecular structure, C26H29ClN2NiO6Te at a distorted geometry.

The geometry in XYZ format:
```
66
Properties=species:S:1:pos:R:3
Ni -0.418 0.692 0.465
N -0.241 0.622 2.607
C 1.048 0.389 3.254
C 2.158 1.141 2.518
C 2.555 0.392 1.234
O 3.747 0.120 1.056
O 1.592 0.047 0.462
H -0.490 1.607 2.754
H -0.977 0.071 3.033
H 1.276 -0.681 3.245
H 1.020 0.708 4.307
H 3.048 1.223 3.141
H 1.811 2.147 2.267
C 0.263 0.133 -3.831
C -0.297 -0.308 -2.467
C -1.623 -1.031 -2.685
C -0.431 0.891 -1.535
H 0.386 -0.725 -4.506
H 1.234 0.617 -3.710
H -0.421 0.848 -4.298
H 0.425 -1.009 -2.036
H -2.297 -0.405 -3.280
H -2.112 -1.230 -1.731
H -1.472 -1.979 -3.217
H -1.313 1.492 -1.783
H 0.473 1.509 -1.605
O -0.687 3.762 2.531
C -0.544 3.797 1.288
O -0.491 2.857 0.461
C -0.427 5.194 0.688
C -0.717 6.289 1.498
C -0.611 7.582 1.003
C -0.207 7.794 -0.299
C 0.089 6.698 -1.110
C -0.024 5.396 -0.619
N 0.508 6.928 -2.460
O 0.615 8.081 -2.853
O 0.745 5.980 -3.174
H -1.019 6.097 2.518
H -0.842 8.429 1.638
H -0.113 8.788 -0.711
H 0.204 4.552 -1.256
Cl -2.511 -0.091 0.674
Te -0.068 -2.088 0.713
C -1.536 -3.680 0.890
C -1.791 -4.261 2.129
C -2.806 -5.196 2.293
C -3.583 -5.569 1.206
C -3.328 -5.013 -0.041
C -2.315 -4.076 -0.193
C 1.362 -3.567 0.042
C 2.333 -4.117 0.871
C 3.276 -5.010 0.376
C 3.260 -5.365 -0.966
C 2.292 -4.828 -1.804
C 1.354 -3.938 -1.301
H -1.184 -3.976 2.982
H -2.996 -5.624 3.271
H -4.398 -6.273 1.334
H -3.934 -5.302 -0.892
H -2.132 -3.632 -1.165
H 2.359 -3.840 1.919
H 4.031 -5.420 1.037
H 4.011 -6.042 -1.360
H 2.279 -5.092 -2.855
H 0.605 -3.510 -1.959
```

## Properties
- calculated total energy (Eh) = -3805.6403
- charge = -2
- energy above the lowest of the compared OMol25 structures with the same formula, charge and spin (kJ/mol) = 33.1
- LUMO (alpha / beta) (Ha) = 0.1372 / 0.1372

Löwdin population analysis, charges in e, atoms 1 to 4: Ni -0.08; N -0.05; C -0.26; C -0.11